(1)
Below is C5H9N3O3 in the gas phase in a non-equilibrium geometry, with properties calculated with ωB97M-V with the def2-TZVPD basis set.

```
20
Properties=species:S:1:pos:R:3:forces:R:3
C -0.323 0.043 -1.926 0.0 0.1 -3.4
C 0.276 -1.166 -1.493 -1.0 -0.4 3.5
C 0.123 -0.486 0.536 -0.1 -2.7 -1.6
C -1.128 -1.170 1.003 -1.3 2.0 0.9
C 1.249 1.650 0.142 3.8 1.1 2.7
N -0.788 0.189 -3.090 0.3 -1.3 0.0
N 0.148 0.790 0.150 -1.1 1.2 0.8
N 1.609 -1.528 -1.505 0.5 -1.1 0.7
O 1.834 -2.682 -1.135 0.3 0.0 -0.4
O 2.464 -0.703 -1.731 0.7 0.8 -0.4
O -0.526 1.004 -1.033 -1.8 1.5 1.5
H -0.395 -1.985 -1.541 -0.1 -0.8 -0.2
H 0.998 -0.865 1.046 0.4 0.4 0.0
H -2.034 -0.817 0.450 0.7 -0.4 0.5
H -1.301 -1.005 2.111 0.2 0.4 -1.1
H -1.040 -2.211 0.968 0.2 -1.7 -0.6
H 2.223 1.066 0.431 -1.7 1.2 -0.3
H 1.354 1.922 -0.864 0.7 0.7 -1.3
H 1.197 2.656 0.779 -0.3 -2.4 -1.1
H -1.336 1.012 -3.178 -0.5 1.2 -0.1
```
Positions in Å, forces in eV/Å.

E = -585.65137 Eh
net charge = 0
energy relative to the best compared isomer or geometry (same formula, charge and spin) = 164.9 kcal per mole
HOMO-LUMO gap = 8.516 eV

(2)
Below is a 2-piece molecular cluster, C5H9N3O3 overall in a non-equilibrium geometry, with properties calculated with ωB97M-V with the def2-TZVPD basis set.

```
20
Properties=species:S:1:pos:R:3:forces:R:3
C 2.955 -0.283 -0.458 0.7 -3.0 2.9
C 1.953 0.656 -0.783 0.2 2.6 -2.3
C -1.485 -1.311 -0.755 -0.3 2.9 -0.7
C -1.500 -0.229 0.408 -0.6 0.8 -0.9
C -0.429 0.749 0.036 3.9 2.7 0.6
N 2.407 -1.157 0.454 3.7 0.8 -2.2
N 1.168 -0.778 0.662 0.0 -2.9 2.5
N 0.900 0.279 -0.070 -5.1 2.3 -0.3
O -1.504 -0.809 1.697 -0.2 0.1 0.3
O -0.508 1.616 -1.031 -1.7 -0.2 0.3
O -0.400 1.963 1.617 1.3 1.1 -4.2
H 4.029 -0.250 -0.735 -1.1 -0.4 0.2
H 1.926 1.388 -1.575 -0.1 -0.1 0.2
H -0.868 -2.052 -0.406 1.0 -2.3 1.0
H -2.495 -1.589 -0.946 -0.5 -0.7 -0.2
H -0.968 -1.008 -1.726 -1.0 0.3 1.2
H -2.380 0.509 0.460 0.7 -1.5 -0.5
H -0.668 -1.047 2.143 -0.1 0.3 -1.3
H -1.381 2.057 -1.108 0.7 -0.4 0.5
H -0.750 1.296 2.116 -1.5 -2.5 2.7
```
Positions in Å, forces in eV/Å.

E = -585.62413 Eh
spin multiplicity = 3
net charge = 0
energy relative to the best compared isomer or geometry (same formula, charge and spin) = 46.6 kcal per mole
HOMO-LUMO gap (spin up / spin down) = 6.567 / 5.685 eV

(3)
Below is an isolated ion of composition C5H9N4 and charge +1 in a non-equilibrium geometry, with properties calculated with ωB97M-V with the def2-TZVPD basis set.

```
18
Properties=species:S:1:pos:R:3:forces:R:3
C 2.200 1.530 0.275 -0.1 4.1 -0.5
N 1.998 0.153 -0.130 -0.6 2.8 -0.3
N 3.043 -0.496 -0.083 1.5 -1.8 -0.6
N 4.046 -0.940 -0.133 0.7 -0.7 0.2
C 0.739 -0.449 -0.166 -0.8 -2.5 1.0
N 0.736 -1.701 -0.034 1.0 -0.2 -0.1
C -0.598 -2.212 0.171 -1.5 1.4 0.0
C -1.494 -0.886 0.122 -2.5 -0.9 0.6
C -0.582 0.201 -0.329 0.2 2.9 1.9
H 2.073 2.317 -0.683 -0.1 -2.3 2.7
H 1.455 1.700 1.128 1.2 0.3 -1.4
H 3.271 1.748 0.632 -1.7 -0.8 -0.4
H -0.591 -2.614 1.194 -0.3 -0.4 -0.6
H -0.953 -2.934 -0.598 0.7 0.3 0.7
H -1.882 -0.541 1.154 0.4 -1.1 -1.6
H -2.383 -0.995 -0.610 1.3 0.1 1.4
H -0.832 1.223 0.191 1.0 -1.9 -0.8
H -0.594 0.408 -1.343 -0.6 0.5 -2.3
```
Positions in Å, forces in eV/Å.

E = -414.54576 Eh
net charge = +1
energy relative to the best compared isomer or geometry (same formula, charge and spin) = 118.0 kcal per mole
SMILES = CN([N+]#N)C1=NCCC1
HOMO-LUMO gap = 9.480 eV

(4)
Below is an isolated ion of composition C5H9N4O2 and charge -1 in a non-equilibrium geometry, with properties calculated with ωB97M-V with the def2-TZVPD basis set.

```
20
Properties=species:S:1:pos:R:3:forces:R:3
O -3.613 -0.598 -1.112 -0.6 0.1 -0.4
N -2.758 -0.096 -0.352 1.0 -0.7 0.8
N -2.870 1.053 0.109 -2.4 0.8 -1.3
N -1.886 1.405 1.002 0.8 2.7 1.1
C -0.740 0.533 0.965 1.8 0.4 0.6
C -1.232 -0.888 0.937 1.7 0.1 -0.2
N -0.477 -1.846 0.408 -2.2 1.1 1.1
O -0.749 -3.101 0.685 0.3 -0.8 -0.3
C 0.349 -1.548 -0.747 2.2 -3.3 0.0
C 1.099 -0.286 -0.440 1.0 1.2 -2.0
C 0.048 0.829 -0.291 0.0 0.0 -2.2
H -1.664 2.446 0.749 -0.2 -2.7 0.8
H -0.007 0.608 1.927 -1.8 0.2 -1.9
H -1.895 -1.079 1.772 0.0 -0.8 -0.3
H -0.228 -1.722 -1.684 0.2 0.9 0.5
H 1.126 -2.433 -0.744 -1.4 1.5 0.0
H 2.045 -0.071 -1.061 -1.9 -0.1 -0.2
H 1.645 -0.492 0.447 0.0 0.0 1.6
H 0.502 1.882 -0.315 -0.8 -1.4 0.1
H -0.785 0.658 -1.179 2.3 0.9 2.0
```
Positions in Å, forces in eV/Å.

E = -565.23363 Eh
net charge = -1
energy relative to the best compared isomer or geometry (same formula, charge and spin) = 40.6 kcal per mole
SMILES = [O-]/N=N/N[C@H]1C=[N+]([O-])CCC1
HOMO-LUMO gap (spin up / spin down) = 6.113 / 6.113 eV

(5)
Below is an isolated ion of composition C5H9N4O2 and charge -1 in a non-equilibrium geometry, with properties calculated with ωB97M-V with the def2-TZVPD basis set.

```
20
Properties=species:S:1:pos:R:3:forces:R:3
C -1.759 0.838 -0.276 -0.1 -0.6 -1.5
C 0.583 1.547 -0.551 -0.5 -3.4 0.6
C 0.910 1.162 0.970 1.3 1.4 0.0
C 1.269 -1.844 -0.564 -0.3 -1.1 -2.2
C 1.966 -0.914 0.424 -1.8 1.3 0.7
N -0.874 1.319 -0.889 2.4 0.8 0.3
N -2.854 0.584 0.183 -2.0 0.6 2.4
N 1.034 -0.158 1.290 0.4 -1.7 -0.8
N -3.988 -0.099 0.025 -0.7 0.4 1.2
O -4.108 -0.909 -0.852 0.3 -0.9 -1.2
O -4.897 0.163 0.829 1.0 0.0 -0.5
H 0.829 2.572 -0.761 0.3 0.2 -0.6
H 1.124 0.625 -1.050 -0.7 2.7 0.1
H 1.880 1.789 1.139 -0.3 -0.3 -0.5
H 0.255 1.589 1.722 -0.7 0.6 -0.2
H 0.245 -2.230 -0.263 1.1 0.9 -0.2
H 1.230 -1.486 -1.724 -0.1 -0.6 2.7
H 1.914 -2.739 -0.555 -0.3 -0.1 -0.6
H 2.581 -1.507 1.071 0.5 -0.7 0.4
H 2.659 -0.303 -0.167 0.3 0.4 0.0
```
Positions in Å, forces in eV/Å.

E = -565.19378 Eh
net charge = -1
energy relative to the best compared isomer or geometry (same formula, charge and spin) = 65.6 kcal per mole
HOMO-LUMO gap (spin up / spin down) = 5.413 / 5.415 eV

(6)
Below is an isolated ion of composition C5H9N4S3 and charge +1 in a non-equilibrium geometry, with properties calculated with ωB97M-V with the def2-TZVPD basis set.

```
21
Properties=species:S:1:pos:R:3:forces:R:3
C -4.237 0.185 -0.198 3.2 2.2 -1.9
S -3.182 -1.244 0.264 0.8 1.0 -0.9
C -1.518 -0.804 0.026 -2.8 2.2 0.3
C -0.667 -1.860 0.242 1.0 0.0 -0.3
N 0.577 -1.486 0.186 0.6 1.0 -0.6
S 1.762 -2.700 -0.259 -0.1 0.2 0.7
C 3.183 -1.651 -0.604 1.7 -3.6 0.7
N 1.098 -0.265 0.392 1.2 1.8 0.6
C 1.048 1.042 0.352 -1.4 -0.4 -0.1
N 2.024 1.797 0.887 0.9 1.0 0.1
N 0.095 1.876 -0.212 -2.1 -3.3 -1.4
S -1.371 0.951 -0.664 0.1 -1.1 -0.3
H -5.168 -0.238 -0.304 -2.4 -0.6 0.7
H -4.091 0.672 -1.246 0.4 -1.5 1.3
H -4.015 1.088 0.399 -0.9 -0.8 0.5
H 4.155 -2.238 -0.334 -1.9 0.8 -0.6
H 3.174 -0.788 -0.050 -0.1 1.9 1.5
H 3.114 -1.445 -1.615 0.4 0.5 -2.0
H 2.272 1.556 1.804 0.9 -0.8 1.2
H 2.028 2.817 0.778 -0.4 -0.8 -0.3
H -0.280 2.736 0.156 0.8 0.2 0.8
```
Positions in Å, forces in eV/Å.

E = -1609.01319 Eh
net charge = +1
energy relative to the best compared isomer or geometry (same formula, charge and spin) = 155.0 kcal per mole
SMILES = CSC1=C=[N+](SC)N=C(N)NS1
HOMO-LUMO gap (spin up / spin down) = 6.276 / 6.278 eV

(7)
Below is an isolated ion of composition C5H9N5 and charge +2 in a non-equilibrium geometry, with properties calculated with ωB97M-V with the def2-TZVPD basis set.

```
19
Properties=species:S:1:pos:R:3:forces:R:3
C -3.540 -0.842 -0.389 -0.5 0.7 -4.2
N -2.404 -0.897 0.112 1.4 0.8 1.1
C -1.168 -0.789 0.348 0.4 -1.8 -1.5
N -0.340 -1.885 0.644 -2.8 -0.9 1.1
N 0.801 -1.938 0.287 2.6 -1.8 -0.7
C 1.456 -0.925 -0.483 0.8 0.5 -0.9
C 2.977 -0.836 0.028 -1.3 -4.3 -2.5
N 0.780 0.294 -0.291 0.7 0.9 -0.2
N -0.353 0.352 0.177 -1.1 0.8 1.0
C -0.969 1.633 0.447 0.6 0.5 -0.4
H -4.560 -0.933 -0.008 0.4 0.0 1.0
H -3.529 -0.628 -1.572 -0.1 -0.8 2.4
H 1.504 -1.052 -1.624 -0.2 -0.3 1.3
H 3.472 -1.850 -0.242 -1.1 1.6 0.7
H 2.996 -0.620 1.011 -0.2 0.1 3.6
H 3.548 -0.116 -0.392 1.3 2.5 -2.1
H -1.626 1.570 1.296 -1.1 -0.3 -0.3
H -1.250 1.902 -0.566 -1.0 0.9 0.4
H -0.211 2.274 0.813 1.0 0.9 -0.1
```
Positions in Å, forces in eV/Å.

E = -468.78431 Eh
net charge = +2
energy relative to the best compared isomer or geometry (same formula, charge and spin) = 158.0 kcal per mole
SMILES = C=NC1=[N+]=N[C@H](C)N=[N+]1C
HOMO-LUMO gap (spin up / spin down) = 7.002 / 7.002 eV

> Which formula does entry 2 have?

C5H9N3O3